Here is C2H4N6 in the gas phase from the Open Molecules 2025 dataset. Energies are from ωB97M-V with the def2-TZVPD basis set.

Output
Relative energy (zero: lowest compared OMol25 entry of this formula, charge and spin) in kcal per mole: 40.4
E_LUMO in hartree: -0.0033
HOMO energy in Eh: -0.334
Orbital gap in eV: 9.00
Molecular weight in Da: 112.1
SMILES: [H]/N=c1/nnn(/C=N/[H])[nH]1

Last columns: bonded neighbours and bond lengths (Å).
Geometry (Å):
1 H 2.359 2.049 0.811  N2 1.052
2 N 1.974 1.433 1.572  H1 1.052, C3 1.254
3 C 1.088 0.638 1.177  N2 1.254, N4 1.461, N10 1.447
4 N 0.311 -0.209 2.079  C3 1.461, N5 1.281
5 N -0.616 -0.742 1.373  N4 1.281, N6 1.323
6 N -0.551 -0.317 0.122  N5 1.323, C7 1.375, N10 1.369
7 C -1.220 -0.960 -0.893  N6 1.375, N8 1.276, H11 1.118
8 N -0.954 -0.601 -2.088  C7 1.276, H9 1.058
9 H -1.554 -1.208 -2.713  N8 1.058
10 N 0.597 0.375 -0.158  C3 1.447, N6 1.369, H12 1.043
11 H -1.991 -1.667 -0.500  C7 1.118
12 H 0.557 1.210 -0.782  N10 1.043

***

Here is a 20-piece molecular cluster, C37H28Cl77O5PS overall from the Open Molecules 2025 dataset. Energies are from ωB97M-V with the def2-TZVPD basis set.

Output
E_LUMO in hartree: -0.0110
HOMO energy in Eh: -0.323
Orbital gap in eV: 8.48
Molecular weight in Da: 3345.5

Last columns: bonded neighbours and bond lengths (Å).
Geometry (Å):
1 C 0.919 -4.460 -0.131  C2 1.315, H27 1.143
2 C 1.061 -3.584 -1.101  C1 1.315, C3 1.631
3 C 1.231 -2.519 -2.325  C2 1.631, C4 1.611, C8 1.640, C14 1.642
4 C 2.767 -2.057 -2.478  C3 1.611, C5 1.609, H28 1.147, H29 1.166
5 C 3.177 -1.512 -3.934  C4 1.609, O6 1.270, Cl7 1.864
6 O 2.763 -0.436 -4.468  C5 1.270
7 Cl 4.405 -2.474 -4.955  C5 1.864
8 C 0.597 -3.336 -3.597  C3 1.640, P9 1.919, O11 1.466, H30 1.161
9 P 1.709 -4.642 -4.458  C8 1.919, S10 1.966, H31 1.436, H32 1.445
10 S 1.815 -4.386 -6.404  P9 1.966
11 O 0.097 -2.216 -4.400  C8 1.466, C12 1.463
12 C -0.213 -1.034 -3.597  O11 1.463, O13 1.261, C14 1.611
13 O -0.680 -0.025 -4.192  C12 1.261
14 C 0.088 -1.373 -2.051  C3 1.642, C12 1.611, C15 1.610, O20 1.465
15 C 0.487 -0.216 -1.004  C14 1.610, C16 1.615, H33 1.152, H34 1.168
16 C 0.075 1.287 -1.428  C15 1.615, C17 1.645, H35 1.148, H36 1.162
17 C 1.227 2.050 -2.320  C16 1.645, C18 1.632, H37 1.148, H38 1.152
18 C 0.549 2.981 -3.476  C17 1.632, O19 1.462, H39 1.160, H40 1.162
19 O 1.335 2.800 -4.695  C18 1.462, H41 0.987
20 O -1.042 -2.222 -1.666  C14 1.465, C21 1.455
21 C -2.252 -1.448 -1.434  O20 1.455, C22 1.632, H42 1.149, H43 1.169
22 C -3.590 -2.206 -1.982  C21 1.632, C23 1.635, C24 1.615, H44 1.162
23 C -3.331 -3.820 -1.997  C22 1.635, H45 1.161, H46 1.158, H47 1.161
24 C -4.049 -1.736 -3.457  C22 1.615, C25 1.611, C26 1.648, H48 1.167
25 C -4.135 -0.141 -3.672  C24 1.611, H49 1.167, H50 1.151, H51 1.161
26 C -5.588 -2.295 -3.647  C24 1.648, H52 1.152, H53 1.147, H54 1.168
27 H 0.702 -5.377 0.517  C1 1.143
28 H 3.126 -1.285 -1.710  C4 1.147
29 H 3.413 -3.011 -2.295  C4 1.166
30 H -0.357 -3.966 -3.395  C8 1.161
31 H 2.994 -4.590 -3.820  P9 1.436
32 H 1.142 -5.929 -4.125  P9 1.445
33 H 1.598 -0.192 -0.701  C15 1.152
34 H -0.096 -0.450 -0.020  C15 1.168
35 H -0.892 1.379 -2.038  C16 1.148
36 H -0.067 1.889 -0.443  C16 1.162
37 H 1.981 1.301 -2.754  C17 1.148
38 H 1.798 2.743 -1.599  C17 1.152
39 H -0.533 2.653 -3.736  C18 1.160
40 H 0.469 4.092 -3.145  C18 1.162
41 H 0.703 2.679 -5.445  O19 0.987
42 H -2.171 -0.355 -1.777  C21 1.149
43 H -2.388 -1.404 -0.274  C21 1.169
44 H -4.428 -1.987 -1.209  C22 1.162
45 H -3.194 -4.193 -0.906  C23 1.161
46 H -4.235 -4.412 -2.414  C23 1.158
47 H -2.432 -4.118 -2.667  C23 1.161
48 H -3.439 -2.290 -4.283  C24 1.167
49 H -4.905 0.366 -2.957  C25 1.167
50 H -3.144 0.423 -3.519  C25 1.151
51 H -4.470 0.030 -4.770  C25 1.161
52 H -5.825 -2.577 -4.739  C26 1.152
53 H -5.870 -3.097 -2.877  C26 1.147
54 H -6.267 -1.376 -3.410  C26 1.168
55 C -2.652 2.683 1.863  Cl56 1.778, Cl57 1.778, Cl58 1.779, Cl59 1.779
56 Cl -2.500 1.008 1.287  C55 1.778
57 Cl -4.248 2.910 2.613  C55 1.778
58 Cl -1.380 3.014 3.061  C55 1.779
59 Cl -2.479 3.798 0.488  C55 1.779
60 C 4.228 4.302 -6.862  Cl61 1.776, Cl62 1.778, Cl63 1.778, Cl64 1.778
61 Cl 4.261 2.931 -5.733  C60 1.776
62 Cl 4.541 5.810 -5.972  C60 1.778
63 Cl 5.480 4.078 -8.105  C60 1.778
64 Cl 2.631 4.393 -7.639  C60 1.778
65 C 4.541 4.957 -1.026  Cl66 1.779, Cl67 1.777, Cl68 1.778, Cl69 1.779
66 Cl 2.940 5.207 -0.292  C65 1.779
67 Cl 4.380 3.911 -2.453  C65 1.777
68 Cl 5.222 6.525 -1.512  C65 1.778
69 Cl 5.621 4.183 0.157  C65 1.779
70 C 2.143 3.540 5.336  Cl71 1.777, Cl72 1.778, Cl73 1.777, Cl74 1.778
71 Cl 2.724 4.882 6.346  C70 1.777
72 Cl 0.379 3.396 5.498  C70 1.778
73 Cl 2.557 3.855 3.636  C70 1.777
74 Cl 2.912 2.026 5.861  C70 1.778
75 C -2.336 7.257 -1.787  Cl76 1.778, Cl77 1.778, Cl78 1.778, Cl79 1.777
76 Cl -4.103 7.393 -1.924  C75 1.778
77 Cl -1.800 8.008 -0.268  C75 1.778
78 Cl -1.872 5.540 -1.795  C75 1.778
79 Cl -1.569 8.083 -3.160  C75 1.777
80 C -6.237 -4.580 1.128  Cl81 1.778, Cl82 1.778, Cl83 1.778, Cl84 1.778
81 Cl -6.896 -4.312 -0.501  C80 1.778
82 Cl -5.579 -6.228 1.238  C80 1.778
83 Cl -4.942 -3.404 1.445  C80 1.778
84 Cl -7.530 -4.377 2.331  C80 1.778
85 C -3.569 6.703 4.338  Cl86 1.779, Cl87 1.780, Cl88 1.777, Cl89 1.778
86 Cl -2.994 8.045 5.355  C85 1.779
87 Cl -5.336 6.553 4.497  C85 1.780
88 Cl -3.155 7.028 2.640  C85 1.777
89 Cl -2.793 5.189 4.855  C85 1.778
90 C 2.958 -1.976 -9.518  Cl91 1.778, Cl92 1.777, Cl93 1.778, Cl94 1.779
91 Cl 4.715 -2.143 -9.735  C90 1.778
92 Cl 2.622 -1.296 -7.912  C90 1.777
93 Cl 2.306 -0.891 -10.768  C90 1.778
94 Cl 2.189 -3.574 -9.662  C90 1.779
95 C 2.152 8.686 5.711  Cl96 1.778, Cl97 1.778, Cl98 1.778, Cl99 1.778
96 Cl 2.656 7.843 7.193  C95 1.778
97 Cl 0.404 8.469 5.472  C95 1.778
98 Cl 2.519 10.419 5.861  C95 1.778
99 Cl 3.028 8.013 4.319  C95 1.778
100 C 3.375 -6.465 2.606  Cl101 1.778, Cl102 1.778, Cl103 1.778, Cl104 1.784
101 Cl 2.277 -7.183 3.806  C100 1.778
102 Cl 4.635 -5.530 3.442  C100 1.778
103 Cl 4.131 -7.758 1.647  C100 1.778
104 Cl 2.455 -5.384 1.524  C100 1.784
105 C 1.240 -10.020 0.279  Cl106 1.778, Cl107 1.778, Cl108 1.778, Cl109 1.778
106 Cl 0.708 -10.256 -1.401  C105 1.778
107 Cl 0.012 -10.673 1.386  C105 1.778
108 Cl 2.781 -10.869 0.536  C105 1.778
109 Cl 1.459 -8.284 0.593  C105 1.778
110 C -4.830 4.906 8.747  Cl111 1.778, Cl112 1.778, Cl113 1.779, Cl114 1.778
111 Cl -5.251 3.321 8.060  C110 1.778
112 Cl -4.479 6.047 7.430  C110 1.778
113 Cl -6.195 5.515 9.711  C110 1.779
114 Cl -3.398 4.739 9.786  C110 1.778
115 C -7.843 0.239 8.442  Cl116 1.778, Cl117 1.777, Cl118 1.778, Cl119 1.778
116 Cl -7.827 -1.142 9.561  C115 1.778
117 Cl -7.548 1.740 9.347  C115 1.777
118 Cl -6.568 0.026 7.219  C115 1.778
119 Cl -9.425 0.332 7.638  C115 1.778
120 C 4.310 -3.775 7.279  Cl121 1.778, Cl122 1.778, Cl123 1.778, Cl124 1.778
121 Cl 5.312 -2.520 6.516  C120 1.778
122 Cl 3.017 -3.005 8.228  C120 1.778
123 Cl 3.590 -4.804 6.021  C120 1.778
124 Cl 5.320 -4.769 8.353  C120 1.778
125 C -3.493 -5.140 -6.294  Cl126 1.778, Cl127 1.778, Cl128 1.778, Cl129 1.778
126 Cl -4.607 -5.884 -5.125  C125 1.778
127 Cl -2.249 -4.216 -5.422  C125 1.778
128 Cl -2.715 -6.411 -7.263  C125 1.778
129 Cl -4.399 -4.048 -7.364  C125 1.778
130 C 8.441 9.027 -1.640  Cl131 1.778, Cl132 1.778, Cl133 1.778, Cl134 1.779
131 Cl 8.475 7.656 -0.509  C130 1.778
132 Cl 8.751 10.535 -0.751  C130 1.778
133 Cl 9.693 8.802 -2.881  C130 1.778
134 Cl 6.844 9.116 -2.418  C130 1.779
135 C 8.341 -3.746 -6.143  Cl136 1.778, Cl137 1.778, Cl138 1.778, Cl139 1.778
136 Cl 8.849 -4.596 -4.667  C135 1.778
137 Cl 6.594 -3.968 -6.384  C135 1.778
138 Cl 8.701 -2.012 -5.983  C135 1.778
139 Cl 9.220 -4.407 -7.540  C135 1.778
140 C -1.892 2.637 12.842  Cl141 1.778, Cl142 1.778, Cl143 1.778, Cl144 1.779
141 Cl -3.658 2.771 12.685  C140 1.778
142 Cl -1.375 3.384 14.370  C140 1.778
143 Cl -1.425 0.922 12.832  C140 1.778
144 Cl -1.109 3.471 11.480  C140 1.779
145 C -1.403 -4.820 4.578  Cl146 1.778, Cl147 1.778, Cl148 1.778, Cl149 1.778
146 Cl -1.354 -6.191 5.709  C145 1.778
147 Cl -1.082 -3.311 5.461  C145 1.778
148 Cl -0.165 -5.046 3.322  C145 1.778
149 Cl -3.010 -4.733 3.822  C145 1.778

***

Here is C13H14F4N2O2 in the gas phase from the Open Molecules 2025 dataset. Energies are from ωB97M-V with the def2-TZVPD basis set.

Output
Relative energy (zero: lowest compared OMol25 entry of this formula, charge and spin) in kcal per mole: 0.0
E_LUMO in hartree: -0.0111
HOMO energy in Eh: -0.233
Orbital gap in eV: 6.05
Molecular weight in Da: 306.3

Last columns: bonded neighbours and bond lengths (Å).
Geometry (Å):
1 F 1.478 -2.743 2.775  C2 1.338
2 C 0.986 -2.474 1.560  F1 1.338, C3 1.455, C11 1.416
3 C 0.002 -1.406 1.451  C2 1.455, F4 1.425, C5 1.565, C21 1.539
4 F -0.843 -1.510 2.593  C3 1.425
5 C -0.979 -1.648 0.256  C3 1.565, O6 1.226, C7 1.441
6 O -2.078 -1.105 0.234  C5 1.226
7 C -0.561 -2.596 -0.746  C5 1.441, F8 1.354, C9 1.353
8 F -1.388 -2.800 -1.797  C7 1.354
9 C 0.590 -3.304 -0.670  C7 1.353, F10 1.343, C11 1.467
10 F 0.928 -4.140 -1.664  C9 1.343
11 C 1.487 -3.255 0.490  C2 1.416, C9 1.467, O12 1.249
12 O 2.574 -3.870 0.493  C11 1.249
13 C -1.765 1.558 1.733  N14 1.454, H22 1.094, H23 1.093, H24 1.097
14 N -0.963 1.599 0.521  C13 1.454, C15 1.449, C20 1.330
15 C -1.628 2.204 -0.614  N14 1.449, C16 1.501, H25 1.102, H26 1.094
16 C -0.618 2.702 -1.607  C15 1.501, C17 1.502, H27 1.094, H28 1.093
17 C 0.347 1.607 -1.958  C16 1.502, N18 1.450, H29 1.102, H30 1.096
18 N 0.826 0.926 -0.772  C17 1.450, C19 1.456, C20 1.334
19 C 2.096 0.237 -0.958  N18 1.456, H31 1.096, H32 1.098, H33 1.096
20 C 0.148 0.883 0.376  N14 1.330, N18 1.334, C21 1.495
21 C 0.618 0.003 1.490  C3 1.539, C20 1.495, H34 1.096, H35 1.097
22 H -1.157 1.788 2.614  C13 1.094
23 H -2.540 2.324 1.637  C13 1.093
24 H -2.258 0.587 1.861  C13 1.097
25 H -2.283 1.455 -1.088  C15 1.102
26 H -2.255 3.011 -0.222  C15 1.094
27 H -1.137 3.028 -2.513  C16 1.094
28 H -0.075 3.552 -1.184  C16 1.093
29 H -0.152 0.873 -2.612  C17 1.102
30 H 1.227 1.989 -2.489  C17 1.096
31 H 2.781 0.430 -0.125  C19 1.096
32 H 1.971 -0.847 -1.077  C19 1.098
33 H 2.561 0.624 -1.872  C19 1.096
34 H 1.704 -0.121 1.419  C21 1.096
35 H 0.356 0.441 2.461  C21 1.097

***

Here is C6H9N in the gas phase from the Open Molecules 2025 dataset. Energies are from ωB97M-V with the def2-TZVPD basis set.

Output
Relative energy (zero: lowest compared OMol25 entry of this formula, charge and spin) in kcal per mole: 25.2
E_LUMO in hartree: 0.0413
HOMO energy in Eh: -0.278
Orbital gap in eV: 8.68
Molecular weight in Da: 95.1
SMILES: C=C1NC=C[C@H]1C

Last columns: bonded neighbours and bond lengths (Å).
Geometry (Å):
1 C 0.556 -1.601 -1.206  C2 1.334, H8 1.085, H9 1.087
2 C 0.235 -0.368 -0.811  C1 1.334, N3 1.404, C6 1.525
3 N -0.222 0.677 -1.629  C2 1.404, C4 1.404, H10 1.008
4 C -0.788 1.674 -0.819  N3 1.404, C5 1.334, H11 1.084
5 C -0.531 1.461 0.474  C4 1.334, C6 1.516, H12 1.083
6 C 0.342 0.228 0.589  C2 1.525, C5 1.516, C7 1.526, H13 1.102
7 C 0.103 -0.706 1.771  C6 1.526, H14 1.096, H15 1.096, H16 1.094
8 H 0.894 -2.342 -0.489  C1 1.085
9 H 0.527 -1.892 -2.253  C1 1.087
10 H -0.585 0.481 -2.550  N3 1.008
11 H -1.298 2.508 -1.286  C4 1.084
12 H -0.785 2.117 1.297  C5 1.083
13 H 1.385 0.575 0.662  C6 1.102
14 H 0.217 -0.145 2.707  C7 1.096
15 H 0.845 -1.512 1.784  C7 1.096
16 H -0.895 -1.154 1.760  C7 1.094